1:
This record from OMol25 describes the molecule C3H6N2S. The level of theory is ωB97M-V/def2-TZVPD.

```
12
Properties=species:S:1:pos:R:3:nbo_charge:R:1
N -0.6017 1.0497 0.8390 -0.84
C 0.6548 0.9910 0.3018 0.45
N 1.4217 2.1691 0.1819 -0.81
C 1.1567 -0.1692 -0.1917 -0.47
C 0.2761 -1.2964 -0.4352 -0.24
S -1.3966 -1.5483 -0.3927 -0.19
H -1.1894 1.9593 1.0487 0.42
H -1.1263 0.0088 1.0945 0.45
H 0.9695 3.3504 0.3239 0.41
H 2.3681 2.1500 -0.0113 0.39
H 2.2453 -0.2051 -0.5429 0.23
H 0.8135 -2.1747 -0.8248 0.20
```



2:
This record from OMol25 describes the molecule C3H6N2S. The level of theory is ωB97M-V/def2-TZVPD.

```
12
Properties=species:S:1:pos:R:3:nbo_charge:R:1
S -2.6844 -0.4846 -0.0991 0.15
N -1.8175 0.9467 0.1295 -0.55
C -0.5522 0.9386 0.0253 0.10
C 0.3360 -0.2202 -0.2278 -0.18
C 1.5494 -0.4710 0.6159 -0.23
N 1.6673 0.1953 -0.6418 -0.57
H -3.9155 0.1229 -0.0534 0.13
H -0.0086 1.8893 0.0576 0.19
H -0.1698 -1.1414 -0.5832 0.21
H 1.7346 0.1539 1.4725 0.20
H 1.8214 -1.5175 0.6971 0.20
H 2.0393 -0.4119 -1.3927 0.36
```



Which of them is most stable, and which least? Most stable: 2; least stable: 1.



1:
This record from OMol25 describes the molecule C3H6. The level of theory is ωB97M-V/def2-TZVPD.

```
9
Properties=species:S:1:pos:R:3:nbo_charge:R:1
C 1.4616 0.7317 -0.0797 -0.40
C 0.2388 0.2352 0.2600 -0.18
C -1.0457 -0.8328 -0.0968 -0.62
H 1.7457 1.8354 0.1757 0.21
H 2.1666 0.2416 -0.6388 0.18
H -0.3315 0.9837 0.8643 0.17
H -1.0892 -1.9942 0.1667 0.22
H -1.8279 -0.3848 0.4612 0.21
H -1.3184 -0.8158 -1.1126 0.21
```



2:
This record from OMol25 describes the molecule C3H6. The level of theory is ωB97M-V/def2-TZVPD.

```
9
Properties=species:S:1:pos:R:3:nbo_charge:R:1
C 1.3136 -0.2510 -0.0315 -0.42
C 0.1771 0.3901 -0.0669 -0.18
C -1.3143 -0.1224 -0.0047 -0.67
H 1.4296 -1.3282 -0.0380 0.20
H 2.2190 0.4686 0.2548 0.20
H 0.3370 1.5486 0.0789 0.19
H -1.5705 -1.1932 -0.4136 0.23
H -1.5056 -0.3087 1.1794 0.23
H -1.9685 0.7130 -0.4426 0.23
```



Which of them is most stable, and which least? Most stable: 2; least stable: 1.



1:
This record from OMol25 describes a structure of composition CH3Br2P. The level of theory is ωB97M-V/def2-TZVPD.

```
7
Properties=species:S:1:pos:R:3:nbo_charge:R:1
C -0.7808 -0.2794 0.0532 -0.60
P 1.2929 0.5092 -0.5854 0.28
Br -0.8430 -2.1609 -0.4333 0.08
Br -1.9542 0.9939 -0.9314 0.03
H -0.9205 -0.0207 1.1963 0.24
H 1.9396 -0.5643 0.2691 -0.01
H 1.2660 1.5222 0.4315 -0.02
```



2:
This record from OMol25 describes a structure of composition CH3Br2P. The level of theory is ωB97M-V/def2-TZVPD.

```
7
Properties=species:S:1:pos:R:3:nbo_charge:R:1
C 0.5847 -0.1612 0.2446 -0.75
P -0.4405 1.1411 -0.5942 0.43
Br 2.3124 0.7556 -0.1951 0.03
Br 0.6438 -1.9522 -0.2555 0.11
H 0.5064 -0.2352 1.4098 0.27
H -2.3416 0.1644 0.7899 -0.06
H -1.2653 0.2875 -1.3994 -0.03
```



3:
This record from OMol25 describes a cluster of 2 separate species, CH3Br2P in total. The level of theory is ωB97M-V/def2-TZVPD.

```
7
Properties=species:S:1:pos:R:3:nbo_charge:R:1
C -0.2759 0.3063 -0.3187 -0.45
P -0.0841 0.2438 1.4664 0.51
Br 1.6670 2.3235 -0.3796 -0.33
Br -1.6702 -1.2227 1.8819 -0.21
H -0.9894 1.1501 -0.6292 0.26
H 0.2132 -0.3414 -0.9997 0.21
H 1.0379 -0.8031 1.6546 0.00
```



Which of them is most stable, and which least? Most stable: 3; least stable: 2.



1:
This record from OMol25 describes the ion ClH2NO2P with charge -1. The level of theory is ωB97M-V/def2-TZVPD.

```
7
Properties=species:S:1:pos:R:3:nbo_charge:R:1
O -1.7902 1.0340 -0.6552 -1.15
P -1.3953 0.2217 0.5566 1.28
Cl -1.9406 -1.6965 0.0632 -0.47
N 0.4834 -0.0114 0.3502 -0.77
O 1.9379 0.2019 -0.2874 -0.66
H 0.8737 -0.6771 0.9045 0.32
H 1.8311 0.9274 -0.9319 0.45
```

Properties
net charge: -1



2:
This record from OMol25 describes the ion ClH2NO2P with charge -1. The level of theory is ωB97M-V/def2-TZVPD.

```
7
Properties=species:S:1:pos:R:3:nbo_charge:R:1
O 1.6239 -1.6164 0.2093 -1.15
P 1.3339 -0.4208 -0.6363 1.23
Cl 2.2347 1.0974 0.4878 -0.47
N -0.5849 0.1700 -0.0209 -0.75
O -2.0399 0.0620 -0.2687 -0.63
H -0.5260 -0.3259 0.8816 0.31
H -2.0417 1.0337 -0.6530 0.46
```

Properties
net charge: -1



Which of them is most stable, and which least? Most stable: 2; least stable: 1.



1:
This record from OMol25 describes a structure of composition C7H19N2O. The level of theory is ωB97M-V/def2-TZVPD.

```
29
Properties=species:S:1:pos:R:3:nbo_charge:R:1
C 1.5740 -0.6646 2.1030 -0.64
C 1.4252 2.2827 0.4661 -0.63
C -2.2851 -0.8073 -0.3569 -0.73
C 0.2392 -0.2204 1.3999 -0.23
C 1.4023 0.9738 -0.4684 -0.23
C -0.8195 -0.4391 -2.3253 -0.31
C -1.2462 0.0122 -0.9689 0.58
N 0.4463 -0.0510 -0.0262 -0.48
N -0.2286 -1.7825 -2.1942 -0.88
O -1.5749 1.2893 -0.8380 -0.67
H 1.9156 -1.7249 1.6262 0.23
H 2.3613 0.0066 1.9503 0.22
H 1.4520 -0.4829 3.2178 0.25
H 2.0820 3.0408 -0.0471 0.25
H 0.4434 2.7862 0.4207 0.21
H 1.6522 2.1009 1.4795 0.21
H -2.5983 -0.4508 0.6890 0.24
H -2.2527 -1.8549 -0.3036 0.24
H -3.1446 -0.6212 -1.0070 0.28
H -0.4158 -1.1142 1.4116 0.21
H -0.2265 0.7326 1.7127 0.22
H 1.2768 1.3480 -1.5202 0.23
H 2.3346 0.5766 -0.3778 0.21
H -1.8005 -0.5530 -2.8961 0.22
H -0.0633 0.1584 -2.8930 0.24
H 0.7647 -0.9430 -0.5003 0.44
H -0.1089 -2.2853 -3.1221 0.42
H -0.7343 -2.3586 -1.4325 0.37
H -2.1014 1.5178 -0.0547 0.50
```

Properties
net charge: +1



2:
This record from OMol25 describes a cluster of 2 separate species, C7H19N2O in total. The level of theory is ωB97M-V/def2-TZVPD.

```
29
Properties=species:S:1:pos:R:3:nbo_charge:R:1
C 2.3370 0.6103 0.2686 -0.59
C 2.1692 -1.6433 -0.8850 -0.65
C -1.5359 0.1692 2.1792 -0.72
C -2.3266 1.7631 0.5521 -0.71
C 1.4862 -0.5997 -0.0140 -0.33
C -2.2585 0.3761 0.9133 0.52
C 0.1999 -0.1540 -0.6498 0.02
N 0.5791 0.1893 -2.1144 -0.75
N -2.9030 -0.5435 0.2267 -0.63
O -0.7262 -1.2916 -0.6329 -0.80
H 1.8131 1.4612 0.9006 0.22
H 2.6428 1.1480 -0.7221 0.17
H 3.1645 0.4708 0.8521 0.22
H 2.7461 -1.2813 -1.7331 0.19
H 2.8345 -2.1107 -0.1358 0.25
H 1.4832 -2.4504 -1.1803 0.21
H -0.9050 -0.7950 2.2533 0.27
H -0.9456 1.0081 2.5622 0.26
H -2.3210 0.1316 2.9702 0.27
H -1.7624 2.0224 -0.3940 0.29
H -3.3994 1.9065 0.2485 0.24
H -1.9994 2.3680 1.3900 0.26
H 1.2001 -1.0444 0.8722 0.22
H 1.4651 -0.2214 -2.3070 0.40
H 0.8004 1.1135 -2.0277 0.43
H -3.0631 -1.5112 0.4901 0.44
H -0.1440 -0.0873 -2.9272 0.44
H -3.4270 -0.1720 -0.5779 0.41
H -0.5055 -1.9585 -1.3407 0.44
```

Properties
net charge: +1



Which of them is most stable, and which least? Most stable: 1; least stable: 2.



1:
This record from OMol25 describes a structure of composition C39H37As2ClIN5NaO4S2. The level of theory is ωB97M-V/def2-TZVPD.

```
92
Properties=species:S:1:pos:R:3:mulliken_charge:R:1
Na -12.5764 -7.6519 11.6711 0.74
C -15.6971 -9.8622 13.7267 -1.17
C -15.2176 -8.5417 14.3904 -0.53
As -15.4895 -6.8553 13.4397 1.05
C -15.4226 -5.5038 14.8283 -0.05
C -14.1811 -4.9621 15.0228 0.12
C -14.0528 -3.7781 15.8731 -0.99
C -15.1515 -3.1454 16.4044 -0.41
C -16.4587 -3.5985 16.0451 -0.89
C -16.5440 -4.7578 15.2665 0.27
C -17.4275 -6.7583 13.1010 0.57
C -18.4034 -7.3747 13.8825 -0.26
C -19.7574 -7.3276 13.5274 -0.96
C -20.1825 -6.5098 12.5010 -0.51
C -19.2309 -5.8467 11.7157 -0.74
C -17.8778 -6.0466 12.0018 -0.18
As -14.9286 -10.1307 11.9542 1.47
C -16.4101 -9.6175 10.8761 0.20
C -17.6354 -10.2066 11.1255 -0.60
C -18.7828 -9.7200 10.5199 -0.86
C -18.6619 -8.5308 9.6981 -0.33
C -17.4364 -7.8884 9.4779 -0.81
C -16.2828 -8.4410 10.0608 0.02
C -14.8653 -12.0627 11.9576 0.19
C -15.1439 -12.8330 10.8302 -0.33
C -15.0469 -14.2675 10.7994 -0.75
C -14.5796 -14.8927 11.9746 -0.37
C -14.3510 -14.1099 13.1679 -0.84
C -14.4137 -12.7092 13.1336 -0.57
H -16.8040 -9.9961 13.7494 0.35
H -15.3491 -10.7310 14.3357 0.49
H -14.1212 -8.5759 14.5819 -0.50
H -15.7295 -8.4255 15.3389 0.87
H -13.1738 -5.3249 14.6982 0.24
H -12.9891 -3.5039 16.1579 0.30
H -15.0741 -2.1812 16.9808 0.28
H -17.3638 -3.1785 16.3870 0.48
H -17.5763 -5.1217 15.0283 0.21
H -18.1514 -8.0023 14.7682 0.21
H -20.4380 -7.7529 14.2583 0.38
H -21.2338 -6.4074 12.3071 0.37
H -19.4738 -5.1878 10.9267 0.48
H -17.1695 -5.6090 11.2887 0.11
H -17.6507 -11.1377 11.6589 0.46
H -19.7266 -10.2610 10.6534 0.37
H -19.5269 -8.2191 9.0933 0.31
H -17.3571 -7.0364 8.8829 0.60
H -15.3265 -7.8889 10.0324 0.20
H -15.5378 -12.2850 9.9486 0.35
H -15.2069 -14.7250 9.8397 0.40
H -14.4120 -15.9666 11.9942 0.37
H -14.0424 -14.5908 14.0685 0.43
H -14.2077 -12.0880 14.0102 0.35
Cl -8.6342 -4.1577 16.3270 -0.31
C -9.6191 -5.4203 15.6530 0.35
C -10.6042 -6.0299 16.3600 -0.23
C -11.3359 -7.0959 15.9216 -0.76
I -12.7962 -8.0521 17.0043 0.06
C -11.2032 -7.5255 14.6003 0.82
O -11.9251 -8.3691 14.0125 -0.71
C -10.1574 -6.8964 13.9071 -0.24
N -10.1210 -7.2118 12.5884 0.14
C -9.4382 -6.5463 11.6625 0.11
C -8.6473 -5.4287 12.0249 -0.98
C -8.7044 -4.9930 13.3361 -0.74
C -9.4055 -5.7696 14.3124 -0.06
H -10.7796 -5.6339 17.3598 0.41
H -9.4873 -6.8975 10.6384 0.42
H -8.2031 -4.7261 11.2818 0.30
H -8.1176 -4.1634 13.5653 0.46
C -10.1218 -12.7644 12.4722 -1.25
C -10.8340 -12.2464 11.2732 0.88
N -11.4344 -12.8683 10.3018 -0.82
N -11.9186 -11.8574 9.5395 0.34
C -11.6483 -10.6160 10.0067 -0.07
S -11.9510 -9.0474 9.3008 -0.33
N -10.9948 -10.8751 11.1619 0.81
N -10.3398 -10.0031 12.0246 -0.82
H -9.4637 -13.5715 12.1636 0.39
H -10.8313 -13.1748 13.1747 0.23
H -9.4934 -12.0138 12.8971 0.33
H -12.5185 -12.0400 8.7697 0.21
H -11.0271 -9.5581 12.6317 0.11
H -9.8575 -9.2219 11.4874 0.22
C -14.8622 -3.5043 11.8478 -0.76
S -14.0902 -4.5182 10.6027 0.95
O -13.4263 -3.6036 9.7192 -0.71
O -15.2254 -5.2563 10.0864 -0.63
O -13.1490 -5.3546 11.4097 -0.50
H -15.6260 -2.8698 11.3882 0.42
H -14.1749 -2.8546 12.3701 0.29
H -15.5245 -4.0673 12.5353 0.04
```

Properties
net charge: -1



2:
This record from OMol25 describes a structure of composition C39H37As2ClIN5NaO4S2. The level of theory is ωB97M-V/def2-TZVPD.

```
92
Properties=species:S:1:pos:R:3:mulliken_charge:R:1
Na 2.5581 1.1514 -1.9970 0.61
C -2.2918 0.3300 1.3104 -1.30
C -1.5168 1.6083 1.3403 -1.99
As -0.3793 2.0940 -0.2677 1.35
C -1.8458 1.9827 -1.5685 0.30
C -3.1386 2.3808 -1.1995 -0.44
C -4.1499 2.3683 -2.1066 -0.82
C -3.9069 2.0685 -3.4392 -0.70
C -2.6697 1.6876 -3.8273 -0.29
C -1.5905 1.7104 -2.9195 -0.42
C -0.6531 4.0550 0.1086 0.24
C -1.5594 4.8837 -0.6064 -0.09
C -1.8250 6.1988 -0.2532 -0.71
C -1.2064 6.7041 0.8505 -0.40
C -0.3343 5.9171 1.5992 -0.74
C -0.1005 4.5885 1.2899 -0.54
As -1.0574 -1.1743 1.6115 1.14
C -1.5428 -2.3030 0.0746 0.36
C -1.7937 -1.8088 -1.1880 0.17
C -1.8962 -2.6518 -2.2777 -0.51
C -1.8358 -4.0131 -2.1282 -1.00
C -1.5844 -4.4981 -0.8637 -0.37
C -1.4523 -3.6734 0.2290 -0.64
C -2.1146 -2.1310 2.9203 -0.11
C -3.4210 -2.5041 2.6969 -0.38
C -4.1780 -2.8711 3.8515 -0.67
C -3.6240 -2.9093 5.1375 -0.50
C -2.2680 -2.6509 5.3086 -0.49
C -1.5344 -2.2741 4.2143 -0.44
H -2.7863 0.1138 0.3419 0.36
H -3.0664 0.1948 2.0287 0.78
H -0.8524 1.5079 2.1448 0.98
H -2.2065 2.4402 1.4474 0.82
H -3.2265 2.7337 -0.1653 0.40
H -5.1510 2.6917 -1.8202 0.38
H -4.7370 1.8661 -4.1164 0.29
H -2.4486 1.3167 -4.8489 0.34
H -0.6805 1.1481 -3.1037 0.24
H -2.0087 4.4477 -1.4962 0.39
H -2.5479 6.7597 -0.8056 0.45
H -1.6094 7.7276 1.2082 0.19
H 0.0141 6.2550 2.5675 0.40
H 0.5484 3.9971 1.9449 0.52
H -1.9063 -0.7359 -1.2382 -0.21
H -2.2155 -2.3436 -3.2491 0.45
H -2.1012 -4.6869 -2.9481 0.38
H -1.5731 -5.5947 -0.6190 0.29
H -1.3334 -4.1139 1.2233 0.39
H -3.8822 -2.4377 1.7630 0.55
H -5.2231 -3.0076 3.6782 0.37
H -4.2613 -3.1951 5.9534 0.38
H -1.7431 -2.7122 6.2523 0.40
H -0.4649 -2.0764 4.3585 0.34
Cl 1.4523 -5.9890 -4.6304 -0.32
C 1.3083 -4.2668 -4.1090 0.70
C 1.1502 -3.3139 -5.0981 -0.63
C 1.0768 -1.9919 -4.6943 0.07
I 1.0541 -0.4419 -6.1916 -0.14
C 1.2362 -1.4634 -3.4115 0.56
O 1.1642 -0.2170 -3.1555 -0.92
C 1.4947 -2.5341 -2.4275 -0.58
N 1.6600 -2.0640 -1.1566 0.45
C 1.8237 -2.8752 -0.1542 0.22
C 1.8061 -4.2784 -0.3861 -0.96
C 1.6169 -4.7682 -1.6207 -1.01
C 1.5075 -3.8924 -2.7565 -0.12
H 1.1855 -3.5927 -6.1222 0.48
H 1.8051 -2.5264 0.9191 0.14
H 1.8928 -4.9910 0.4907 0.27
H 1.6162 -5.8245 -1.7264 0.47
C 3.4194 -0.3984 3.3831 -1.04
C 4.2494 -0.5414 2.1628 0.92
N 5.5155 -0.7679 2.1683 -0.93
N 5.8651 -0.6068 0.8403 0.20
C 4.8724 -0.2201 0.0379 0.21
S 5.0009 0.2220 -1.5350 -0.50
N 3.7720 -0.2263 0.8944 0.23
N 2.4597 0.1036 0.5184 1.59
H 3.6546 -1.2410 4.0465 0.40
H 2.3196 -0.2993 3.0918 -0.01
H 3.6903 0.5076 3.8770 0.32
H 6.8504 -0.7958 0.5654 0.23
H 1.9307 -0.6753 0.1692 -0.57
H 2.0713 0.9555 0.9265 -0.31
C 3.5933 4.9650 1.0008 -1.21
S 3.4379 3.2244 0.6860 1.27
O 2.4288 2.7114 1.6438 -0.71
O 4.7082 2.4777 0.7371 -0.59
O 2.8732 3.2372 -0.6557 -0.75
H 3.8613 5.0726 2.0172 0.37
H 2.5844 5.3620 0.8372 0.25
H 4.3666 5.4018 0.4154 0.39
```

Properties
net charge: -1



Which of them is most stable, and which least? Most stable: 2; least stable: 1.